Formula: C34H20BrCl2CrN6O3
Source: the Open Molecules 2025 dataset
Level of theory: the ωB97M-V functional and the def2-TZVPD basis

Properties
- charge = -1
- spin multiplicity = 5
- expectation value of S² = 6.08
- ΔE to the lowest compared entry with this formula, charge and spin (kcal/mol) = 3.6
- E_HOMO (spin up / spin down) (eV) = -2.8 / -4.8
- HOMO-LUMO gap (spin up / spin down) (eV) = 4.95 / 6.84
- F_max (eV/A) = 0.91

Last column: Löwdin charge in e.
Geometry (Å):
Cr1 0.675601 0.170766 -0.194577  0.88
Cl1 6.540557 1.772242 -3.457257  0.62
C1 5.003416 1.907121 -2.648353  -0.69
C2 4.370566 0.746605 -2.221619  -0.04
C3 3.148865 0.822510 -1.568623  -0.18
N1 2.355508 -0.261550 -1.158747  0.01
C4 2.704491 -1.550721 -1.244110  -0.45
O1 3.767168 -2.057934 -1.589955  0.04
C5 1.526776 -2.448375 -0.901415  -0.14
C6 1.597299 -3.813069 -1.100901  0.01
C7 0.470153 -4.582376 -0.875723  -0.05
C8 -0.696774 -3.953295 -0.473460  -0.04
C9 -0.686990 -2.582709 -0.292824  -0.08
N2 0.403040 -1.844955 -0.491336  0.05
C10 2.563357 2.083125 -1.285138  -0.19
C11 3.196851 3.229951 -1.758225  -0.04
C12 4.409100 3.137999 -2.428952  -0.68
Cl2 5.156093 4.610581 -2.985379  0.63
N3 1.417510 2.054791 -0.475565  0.02
C13 0.615561 3.154464 -0.381088  -0.44
O2 0.485283 4.021389 -1.239142  0.04
C14 -0.216670 3.307102 0.887530  -0.20
C15 -1.219991 4.269438 0.898641  -0.01
C16 -1.934938 4.474083 2.065715  -0.07
C17 -1.617175 3.720984 3.184373  -0.07
C18 -0.599718 2.783335 3.076361  -0.13
N4 0.088289 2.576932 1.956806  0.14
H1 4.824149 -0.216439 -2.393253  0.10
H2 2.543353 -4.220182 -1.433314  0.12
H3 0.492125 -5.655533 -1.020736  0.11
H4 -1.604081 -4.508449 -0.279540  0.11
H5 -1.572817 -2.052093 0.028448  0.12
H6 2.745467 4.196118 -1.606753  0.10
H7 -1.413579 4.826403 -0.008021  0.11
H8 -2.731297 5.207436 2.099939  0.10
H9 -2.138409 3.853910 4.124866  0.10
H10 -0.318748 2.169745 3.927515  0.11
Br1 -0.792477 -2.620425 6.535938  0.65
C19 -0.076556 -1.834610 4.947898  -0.71
C20 1.300069 -1.830296 4.747220  -0.15
C21 1.799702 -1.290535 3.575597  -0.01
C22 0.972807 -0.750325 2.573517  -0.33
O3 1.528351 -0.287554 1.482819  -0.16
C23 -0.438391 -0.724925 2.821491  -0.16
C24 -1.396796 -0.144401 1.931115  -0.11
N5 -1.128974 0.349687 0.712673  -0.05
C25 -2.113540 0.867816 -0.080133  -0.23
C26 -3.404886 1.248700 0.316097  -0.04
C27 -4.309206 1.741501 -0.630261  -0.10
C28 -3.993408 1.847681 -1.969696  -0.07
C29 -2.703845 1.458195 -2.416851  -0.16
C30 -2.282404 1.485919 -3.757730  -0.01
C31 -0.997082 1.115488 -4.084668  -0.05
C32 -0.125620 0.708512 -3.080028  -0.09
N6 -0.502800 0.631788 -1.812134  0.03
C33 -1.762950 0.996994 -1.464638  -0.13
C34 -0.926609 -1.293007 4.018464  -0.11
H11 1.963727 -2.240766 5.496388  0.09
H12 2.867287 -1.275735 3.387787  0.11
H13 -2.427483 -0.149967 2.270734  0.11
H14 -3.693448 1.194894 1.357232  0.09
H15 -5.291436 2.057039 -0.294926  0.10
H16 -4.710500 2.231273 -2.687056  0.10
H17 -2.981547 1.804690 -4.523390  0.11
H18 -0.645975 1.148778 -5.107875  0.10
H19 0.905172 0.447648 -3.290403  0.12
H20 -1.995638 -1.296510 4.197564  0.10

Atomic forces in eV per Å
Cr 0.3736 0.3689 0.7470
Cl -0.0590 -0.0036 0.0080
C 0.0101 0.0526 0.0065
C -0.0305 -0.0901 -0.0073
C -0.2206 -0.0236 0.1842
N 0.2435 0.0007 -0.3554
C -0.0388 0.1563 0.0308
O 0.0558 -0.0809 -0.0937
C 0.0930 0.1559 -0.1214
C 0.1854 -0.0917 0.0017
C -0.0245 -0.0046 -0.0089
C -0.0292 -0.0506 0.0648
C -0.1104 0.0412 0.1295
N -0.0370 -0.5638 -0.1952
C -0.2115 -0.1134 -0.0246
C -0.0393 -0.0827 0.0605
C 0.0070 -0.0136 0.0006
Cl -0.0116 -0.0435 0.0193
N 0.0015 0.4328 0.3745
C -0.0176 -0.3832 -0.1957
O 0.1895 0.2521 0.0023
C 0.1706 -0.1163 0.0865
C -0.1440 0.0464 -0.0917
C -0.0030 0.0023 -0.0985
C 0.0079 -0.0393 0.0632
C 0.0835 0.0087 -0.0830
N 0.1223 0.1671 0.0939
H 0.0034 -0.0057 -0.0134
H -0.0520 -0.0068 0.0149
H 0.0237 0.0209 0.0061
H 0.0054 0.0058 -0.0408
H 0.0031 0.0507 0.0337
H 0.0066 0.0409 0.0056
H 0.0000 -0.0066 0.0410
H 0.0100 0.0159 0.0042
H 0.0034 -0.0163 -0.0400
H -0.0122 -0.0061 -0.0291
Br 0.0190 0.0414 -0.0331
C 0.0719 -0.0505 0.0667
C -0.0220 0.0257 -0.0142
C 0.0454 -0.0244 -0.0380
C 0.0155 0.1407 -0.0885
O -0.1773 -0.0775 0.1225
C -0.0680 0.0970 -0.1662
C 0.1237 -0.0034 0.0515
N -0.3340 -0.2196 -0.1857
C 0.1212 -0.0985 0.1918
C -0.0167 -0.0395 -0.0768
C 0.1146 -0.0071 -0.1128
C -0.0722 -0.0039 0.0329
C 0.0073 -0.0062 0.1263
C 0.0884 -0.0110 0.0016
C -0.1328 0.0974 -0.1559
C 0.1420 -0.0437 0.1011
N -0.3433 0.0072 -0.3934
C -0.0883 0.0276 0.0094
C -0.0508 0.0683 -0.0627
H 0.0031 -0.0109 -0.0236
H -0.0428 -0.0024 0.0101
H -0.0430 0.0153 -0.0016
H 0.0135 0.0430 -0.0399
H 0.0247 -0.0205 -0.0008
H 0.0412 -0.0368 0.0457
H 0.0492 0.0263 0.0162
H -0.0152 0.0012 0.0413
H -0.0436 -0.0273 0.0056
H 0.0107 0.0151 -0.0100